Entry 1:
# C14H22ClO5PW

C14H22ClO5PW as an isolated structure in a non-equilibrium geometry (ωB97M-V/def2-TZVPD, OMol25).

XYZ file:
```
44
Properties=species:S:1:pos:R:3:mulliken_charge:R:1
W 2.215 1.046 -1.128 1.095
Cl 2.697 -0.363 0.873 -0.164
P -1.557 -0.611 1.590 0.490
O -0.368 -1.383 0.811 0.087
O -1.986 0.599 0.542 -0.059
O 0.957 3.376 0.680 -0.211
O -0.744 0.383 -2.108 -0.241
O -2.821 -1.652 1.370 -0.136
C -4.077 -0.886 3.359 -1.095
C 0.277 -3.668 0.434 -1.201
C 4.168 0.354 -1.943 0.581
C 4.292 1.735 -1.536 -0.129
C 2.687 1.642 -3.215 -0.598
C 0.355 0.589 -1.750 0.256
C 3.372 2.521 -2.313 -0.726
C -4.131 -1.347 1.922 -0.035
C -3.650 2.329 0.873 -1.254
C -2.189 1.976 0.981 -0.075
C 1.432 2.548 -0.002 0.349
C 4.944 -0.803 -1.419 -1.096
C -0.461 -2.492 -0.141 0.036
C 3.178 0.310 -2.989 -0.411
H 2.894 -0.599 -3.515 0.544
H -1.579 2.609 0.326 0.206
H -1.829 2.120 2.012 0.469
H -3.452 -1.550 3.965 0.410
H 5.801 -1.020 -2.070 0.350
H -4.618 -0.597 1.285 0.264
H -5.092 -0.903 3.762 0.397
H -0.282 -4.074 1.282 0.345
H 1.971 1.936 -3.971 0.563
H -4.703 -2.279 1.838 0.368
H -3.695 0.139 3.448 0.395
H -1.514 -2.718 -0.336 0.388
H 4.326 -1.705 -1.376 0.370
H 5.002 2.095 -0.794 0.478
H 1.273 -3.368 0.771 0.296
H -0.005 -2.126 -1.064 0.211
H -4.006 2.213 -0.155 0.381
H 3.267 3.599 -2.270 0.590
H 0.370 -4.452 -0.319 0.438
H -3.787 3.372 1.169 0.408
H -4.259 1.703 1.536 0.263
H 5.327 -0.599 -0.415 0.403
```

## Properties
Maximum force, eV/Å: 9.161
Highest occupied orbital energy (alpha / beta), eV: -23.4 / -23.4
Net charge: +4
Kohn-Sham gap (alpha / beta), eV: 4.1 / 4.1
Total energy, Ha: -1789.6217
Lowest unoccupied orbital energy (alpha / beta), Eh: -0.70816 / -0.70905

Entry 2:
# C14H22EuO5P

C14H22EuO5P as an isolated structure in a non-equilibrium geometry (ωB97M-V/def2-TZVPD, OMol25).

XYZ file:
```
43
Properties=species:S:1:pos:R:3:mulliken_charge:R:1
Eu 0.030 -0.069 -2.351 0.870
P 0.147 0.235 0.488 0.091
O -0.042 -1.005 -5.581 -0.478
O 0.059 -3.885 -2.765 -0.169
O 3.807 0.038 -3.075 -0.176
O -3.729 -0.013 -3.119 -0.139
O 0.024 3.841 -2.745 -0.158
C -2.599 -0.041 -2.976 0.209
C 2.409 -0.267 2.059 -1.638
C 0.055 -0.083 -4.834 -0.046
C 1.917 -0.354 0.618 0.603
C 2.652 0.050 -3.048 0.255
C 2.211 -1.733 0.003 -1.156
C 0.037 -2.735 -2.770 0.314
C -1.254 -1.016 0.697 1.017
C -0.059 1.706 1.529 0.586
C -1.073 2.695 0.929 -1.223
C -2.645 -0.376 0.596 -1.618
C 0.038 2.696 -2.643 0.226
C -0.380 1.340 2.970 -1.647
C -1.067 -1.828 1.972 -1.353
H 2.338 0.748 2.466 0.379
H 2.434 0.414 0.007 0.308
H -1.154 -1.191 2.863 0.218
H -1.116 -1.677 -0.189 0.048
H 3.469 -0.550 2.094 0.479
H 1.993 -1.820 -1.073 0.169
H -1.862 -2.586 2.020 0.477
H 0.318 0.607 3.388 0.312
H -3.389 -1.185 0.632 0.444
H -0.102 -2.354 2.008 0.254
H -1.078 3.605 1.539 0.466
H -2.817 0.181 -0.339 0.283
H 1.669 -2.531 0.533 0.204
H 0.144 1.045 -5.175 0.050
H -1.399 0.954 3.080 0.272
H -0.303 2.245 3.585 0.479
H 3.292 -1.914 0.113 0.450
H -2.846 0.294 1.445 0.291
H -2.089 2.287 0.928 0.219
H 1.857 -0.958 2.713 0.263
H 0.931 2.196 1.506 0.505
H -0.830 2.992 -0.098 0.061
```

## Properties
Expectation value of S²: 15.769
Spin multiplicity: 8
Maximum force, eV/Å: 4.446
Highest occupied orbital energy (alpha / beta), eV: -9.1 / -9.1
Net charge: +1
Kohn-Sham gap (alpha / beta), eV: 4.8 / 5.0
Total energy, Ha: -1974.1773
Lowest unoccupied orbital energy (alpha / beta), Eh: -0.15794 / -0.15416

Entry 3:
# C14H22GeIN4O3PdS3

C14H22GeIN4O3PdS3 as an isolated structure in a non-equilibrium geometry (ωB97M-V/def2-TZVPD, OMol25).

XYZ file:
```
49
Properties=species:S:1:pos:R:3:mulliken_charge:R:1
I 4.605 -3.420 3.205 0.122
Pd 0.635 -1.183 -0.228 0.229
Ge -0.262 -0.351 -3.374 0.889
S 0.339 -3.502 -0.014 -0.415
S 0.380 1.110 -0.715 -0.645
S 0.484 1.720 3.377 1.122
O 1.741 2.064 3.959 -0.628
O -0.427 0.884 4.097 -0.636
O 2.331 -1.548 1.030 -0.595
N -1.928 -3.503 -1.437 -0.323
N -1.998 -4.528 0.603 -0.387
N 1.402 -1.772 3.093 -0.193
N 0.758 0.979 1.893 -0.188
C -0.851 4.245 3.314 -0.598
C -1.318 -3.843 -0.309 0.703
C -0.339 3.129 2.692 0.083
C 1.622 0.118 -3.489 -1.186
C -1.423 1.042 -4.073 -1.059
C -0.398 2.952 1.317 0.280
C -0.685 -0.610 -1.432 -0.650
C -1.443 5.208 2.501 -0.539
C 3.798 -1.471 2.890 -1.110
C -1.510 5.042 1.122 -0.682
C -0.563 -2.071 -4.260 -1.532
C 0.246 1.666 0.951 1.032
C 2.438 -1.589 2.269 0.688
C -0.988 3.907 0.511 -0.573
H -2.918 -4.899 0.428 0.206
H -0.795 4.370 4.387 0.449
H -1.684 -0.370 -1.055 0.473
H 0.137 -2.837 -3.925 0.441
H -1.038 3.776 -0.563 0.456
H -2.888 -3.743 -1.625 0.211
H 1.491 -1.572 4.076 0.227
H -1.974 5.810 0.517 0.414
H -1.536 -4.780 1.461 0.231
H 1.963 -0.005 -4.519 0.417
H 1.787 1.154 -3.198 0.398
H -1.588 -2.437 -4.173 0.435
H -2.471 0.741 -4.066 0.369
H -1.855 6.102 2.951 0.401
H 0.474 -1.724 2.704 0.188
H -1.138 1.263 -5.103 0.376
H 4.460 -0.953 2.206 0.402
H 2.224 -0.528 -2.853 0.357
H -1.307 1.953 -3.487 0.283
H -1.376 -3.118 -2.184 0.180
H -0.383 -1.911 -5.325 0.415
H 3.772 -0.969 3.852 0.466
```

## Properties
Maximum force, eV/Å: 2.205
Highest occupied orbital energy, eV: -11.8
Net charge: +1
Kohn-Sham gap, eV: 7.8
Total energy, Ha: -4688.2787
Lowest unoccupied orbital energy, Eh: -0.14597

Entry 4:
# C14H22N6S2

One molecule with the formula C14H22N6S2 in a non-equilibrium geometry (ωB97M-V/def2-TZVPD, OMol25).

XYZ file:
```
44
Properties=species:S:1:pos:R:3:mulliken_charge:R:1
S 1.760 -1.144 3.143 -0.170
S 2.827 0.788 -1.836 -0.192
N 3.218 -0.699 0.774 -0.217
N -2.988 0.138 5.599 -0.067
N 4.225 -0.129 2.631 -0.836
N 0.249 0.965 -3.979 0.010
N -4.079 1.603 6.856 -0.623
N -0.248 -0.923 -4.971 -0.698
C -4.136 0.381 6.349 -0.189
C -0.240 0.254 4.459 -0.704
C 2.264 -0.915 -1.518 -0.290
C 1.434 0.358 -4.216 -0.388
C -0.754 0.180 -4.446 -0.256
C 3.151 -0.608 2.127 0.535
C 2.094 -1.166 -0.065 -0.804
C -1.002 1.538 4.765 -0.478
C 1.952 -2.049 -5.151 -1.143
C 2.832 0.810 -3.695 -0.628
C -2.904 2.168 6.382 -0.612
C 1.070 0.510 3.735 -0.685
C 1.120 -0.852 -4.823 1.013
C -2.252 1.283 5.578 0.371
H 1.767 0.975 4.436 0.395
H 3.556 0.088 -4.075 0.222
H -0.080 -0.285 5.401 0.373
H 3.930 -0.120 0.378 0.308
H 3.000 -1.660 -1.922 0.268
H 1.164 -0.696 0.251 0.364
H -0.348 2.185 5.340 0.348
H -1.828 0.403 -4.395 0.409
H -2.824 -0.733 5.147 0.178
H 4.237 -0.049 3.643 0.261
H -4.904 -0.349 6.530 0.393
H -1.213 2.066 3.849 0.316
H 2.006 -2.238 0.062 0.321
H 0.894 1.235 2.901 0.355
H 1.309 -1.091 -2.006 0.305
H 0.108 1.849 -3.482 0.240
H 1.847 -2.304 -6.190 0.390
H 3.109 1.814 -4.039 0.393
H 3.019 -1.839 -4.915 0.230
H 1.657 -2.903 -4.543 0.263
H -2.636 3.220 6.508 0.368
H -0.883 -0.329 3.790 0.353
```

## Properties
Maximum force, eV/Å: 2.802
Structure (SMILES): [H]/N=C(/NCCSCc1[nH]cnc1C)SCCCc1cnc[nH]1
Highest occupied orbital energy, eV: -8.6
Net charge: 0
Kohn-Sham gap, eV: 9.0
Total energy, Ha: -1671.5683
Lowest unoccupied orbital energy, Eh: 0.01445

Entry 5:
# C14H22NO7PS2ScSi

C14H22NO7PS2ScSi as an isolated structure in a non-equilibrium geometry (ωB97M-V/def2-TZVPD, OMol25).

XYZ file:
```
49
Properties=species:S:1:pos:R:3:mulliken_charge:R:1
Sc -0.237 0.613 0.339 0.825
S 2.591 1.124 -0.435 -0.443
S 0.554 -1.764 -0.410 -0.685
P 2.189 -0.719 -0.971 1.137
Si -3.099 -1.097 1.238 0.249
O -0.826 3.458 -2.579 -0.816
O -2.137 0.036 0.704 -0.364
O 3.510 -1.585 -0.602 -0.472
O 0.993 1.923 4.040 -0.797
O 0.568 0.635 2.240 -0.457
O -0.457 1.509 -1.516 -0.490
O 2.281 -0.881 -2.588 -0.426
N -0.156 2.585 0.774 0.000
C 0.682 1.767 2.859 0.443
C -0.539 2.805 -1.574 0.396
C -4.907 -0.517 1.427 -1.150
C 1.654 -0.590 -4.859 -1.480
C 0.404 2.960 1.965 0.132
C 3.510 -3.009 -0.552 -0.361
C -3.173 -2.603 0.068 -0.970
C -2.585 -1.747 2.951 -1.018
C 0.732 4.264 2.212 -0.515
C 0.529 5.231 1.196 -0.412
C 1.250 -0.339 -3.419 0.167
C 0.092 4.800 -0.073 -0.516
C 3.462 -3.493 0.887 -0.945
C -0.219 3.479 -0.265 0.168
H 1.716 -1.664 -5.050 0.330
H -2.467 -0.909 3.643 0.281
H -1.617 -2.252 2.894 0.258
H 4.289 -3.063 1.454 0.265
H -4.956 0.400 2.022 0.278
H 2.666 -3.412 -1.116 0.334
H -3.720 -3.453 0.489 0.336
H 1.167 4.520 3.170 0.462
H 0.301 -0.828 -3.183 0.241
H -2.159 -2.935 -0.167 0.190
H 4.438 -3.328 -1.033 0.339
H 0.014 5.486 -0.908 0.455
H 1.128 0.726 -3.216 0.172
H -3.656 -2.329 -0.875 0.266
H 0.922 -0.147 -5.536 0.407
H -3.311 -2.445 3.381 0.365
H -5.525 -1.272 1.924 0.300
H -5.355 -0.304 0.453 0.276
H 2.528 -3.177 1.349 0.190
H 3.528 -4.584 0.920 0.376
H 2.633 -0.147 -5.045 0.316
H 0.768 6.273 1.372 0.364
```

## Properties
Expectation value of S²: 0.770
Spin multiplicity: 2
Maximum force, eV/Å: 1.357
Highest occupied orbital energy (alpha / beta), eV: 0.9 / -3.0
Net charge: -2
Kohn-Sham gap (alpha / beta), eV: 3.8 / 7.7
Total energy, Ha: -3316.5330
Lowest unoccupied orbital energy (alpha / beta), Eh: 0.17380 / 0.17372